C15H47NO16S3 | wB97M-V/def2-TZVPD

Last column: Mulliken charge in e.
Element x y z (Å)
1 C 14.06523 -9.65201 -9.80363  -1.184
2 C 13.76705 -11.21075 -9.61681  -0.295
3 O 13.25834 -11.73943 -10.79053  -0.240
4 S 12.76691 -13.34514 -10.88551  0.968
5 C 11.01967 -12.88366 -10.77948  -0.887
6 O 13.06477 -13.88808 -12.16533  -0.307
7 O 13.09849 -14.00886 -9.64078  -0.697
8 H 14.73646 -9.40501 -10.62614  0.276
9 H 14.55993 -9.18137 -8.95400  0.382
10 H 13.12373 -9.14762 -10.02105  0.293
11 H 14.68269 -11.75230 -9.37927  0.261
12 H 13.00419 -11.56789 -8.92500  0.445
13 H 10.49468 -12.55396 -11.67602  0.150
14 H 10.88992 -11.96926 -10.20056  0.356
15 H 10.51992 -13.72774 -10.30422  0.415
16 C 13.43633 -18.36172 -10.17071  -1.124
17 C 13.14270 -17.63855 -11.42891  0.132
18 O 12.47201 -18.47430 -12.37725  -0.319
19 S 10.82187 -18.73120 -12.23475  1.128
20 C 10.95649 -20.48234 -11.68781  -1.022
21 O 10.22923 -17.95503 -11.18559  -0.600
22 O 10.26891 -18.66160 -13.59762  -0.540
23 H 14.32311 -18.99486 -10.19987  0.353
24 H 12.61476 -18.97156 -9.79493  0.270
25 H 13.66104 -17.73825 -9.30532  0.354
26 H 12.81697 -16.59985 -11.48451  0.117
27 H 14.11249 -17.46215 -11.89420  0.168
28 H 11.93813 -20.68576 -11.25991  0.353
29 H 10.92475 -21.12577 -12.56707  0.349
30 H 10.15043 -20.77120 -11.01334  0.343
31 C 16.73404 -14.58334 -12.20283  -1.000
32 C 16.30726 -13.21219 -12.82170  -0.302
33 O 15.57669 -13.46061 -14.04224  -0.046
34 S 14.92295 -12.20409 -14.78819  0.841
35 C 16.32810 -11.90860 -15.87213  -1.041
36 O 13.72433 -12.65009 -15.54283  -0.297
37 O 14.85964 -11.00541 -13.87775  -0.637
38 H 16.14236 -15.33139 -12.73049  0.094
39 H 16.51780 -14.72469 -11.14388  0.355
40 H 17.75494 -14.85523 -12.47105  0.333
41 H 15.70715 -12.60376 -12.14512  0.101
42 H 17.10169 -12.59952 -13.24788  0.548
43 H 16.13677 -10.98870 -16.42465  0.401
44 H 16.35278 -12.69627 -16.62516  0.296
45 H 17.23233 -11.83417 -15.26805  0.353
46 C 6.37383 -16.88384 -15.81156  -0.913
47 N 7.74489 -16.49739 -15.35324  0.966
48 O 8.71783 -17.16564 -15.68997  -0.444
49 O 7.80293 -15.49834 -14.69655  -0.512
50 H 5.67121 -16.09570 -15.54090  0.341
51 H 6.11130 -17.84761 -15.37528  0.295
52 H 6.34717 -16.97337 -16.89755  0.310
53 C 11.16108 -15.38081 -14.93139  -0.306
54 O 11.21457 -14.03634 -14.42347  0.245
55 H 12.09610 -15.91990 -15.08380  0.036
56 H 10.51118 -16.00153 -14.31459  0.114
57 H 10.69084 -15.37006 -15.91468  0.228
58 H 11.94590 -14.02483 -13.80169  -0.131
59 C 14.98719 -16.19741 -16.23081  -0.474
60 O 14.12758 -15.31441 -16.90833  -0.196
61 H 15.57959 -16.64294 -17.02997  0.231
62 H 15.62027 -15.62838 -15.54998  0.108
63 H 14.29568 -16.90139 -15.76786  0.230
64 H 14.07399 -14.49541 -16.41036  0.088
65 C 9.65933 -11.35360 -14.46498  -0.375
66 O 9.05663 -12.58359 -13.90762  -0.621
67 H 10.73875 -11.49499 -14.41042  -0.016
68 H 9.48369 -11.36761 -15.54064  0.261
69 H 9.37607 -10.45754 -13.91276  0.318
70 H 9.50288 -13.36775 -14.23557  0.330
71 C 11.87114 -12.56505 -18.41545  -0.534
72 O 11.80644 -11.51378 -17.51105  -0.569
73 H 11.38786 -12.25319 -19.34134  0.344
74 H 12.90052 -12.60358 -18.77181  0.219
75 H 11.49209 -13.52605 -18.06771  0.161
76 H 12.47770 -11.59630 -16.82973  0.342
77 C 12.13384 -17.27434 -18.23604  -0.241
78 O 12.80710 -16.45895 -19.22162  -0.568
79 H 12.42106 -17.02462 -17.21464  -0.131
80 H 11.05490 -17.29324 -18.08234  0.257
81 H 12.37282 -18.32142 -18.42208  0.310
82 H 13.49217 -15.97958 -18.74993  0.399

Computed properties:
Molecular weight (g mol⁻¹): 593.73
ΔE to the lowest compared entry with this formula, charge and spin (kcal/mol): 54.8
Frontier orbital gap (eV): 9.10
SMILES: CCOS(C)(=O)=O.CCOS(C)(=O)=O.CCOS(C)(=O)=O.C[N+](=O)[O-].CO.CO.CO.CO.CO
Highest occupied orbital energy (Ha): -0.32689



C15H48F3HfN2O18S2 | wB97M-V/def2-TZVPD

Last column: Mulliken charge in e.
Element x y z (Å)
1 Hf -0.87698 1.91258 -1.53124  1.219
2 S -2.62127 0.29907 -4.21073  1.216
3 O -2.89042 -0.86190 -3.38998  -0.691
4 O -2.01287 -0.07512 -5.48499  -0.794
5 O -3.77441 1.08383 -4.42331  -0.595
6 O -1.71071 1.12708 -3.39920  -0.635
7 C 1.30116 -2.20343 -0.64954  0.371
8 F 0.09297 -2.76535 -0.33571  -0.129
9 F 1.78921 -1.42357 0.33362  -0.208
10 F 2.15068 -3.23794 -0.79876  -0.201
11 S 1.12475 -1.21035 -2.31282  1.519
12 O 2.49808 -1.09991 -2.91555  -0.859
13 O 0.21148 -1.99056 -3.13649  -0.599
14 O 0.46535 0.03623 -1.95930  0.303
15 C -5.28004 -2.56381 6.14183  -0.801
16 O -5.57298 -2.87350 4.74555  -0.311
17 C -4.59343 -2.45007 3.87819  -0.410
18 C -5.22967 -2.43665 2.47942  -0.684
19 N -4.50958 -1.61277 1.48875  -0.075
20 C -4.66163 -2.14832 0.14485  -1.342
21 C -3.75617 -3.32640 -0.14032  -0.216
22 O -3.90058 -3.81326 -1.40802  -0.360
23 C -3.07834 -5.07038 -1.60888  -0.678
24 H -5.94851 -3.14309 6.77877  0.281
25 H -5.52693 -1.51894 6.32993  0.314
26 H -4.25732 -2.63073 6.51286  0.324
27 H -3.80133 -3.19512 3.80338  0.273
28 H -4.26335 -1.44061 4.12340  0.354
29 H -6.27152 -2.11700 2.50130  0.347
30 H -5.15880 -3.50979 2.30205  0.182
31 H -4.96457 -0.71810 1.60118  0.278
32 H -4.43420 -1.34179 -0.55221  0.555
33 H -5.69167 -2.43197 -0.07116  0.334
34 H -4.10757 -4.16139 0.46585  0.474
35 H -2.76082 -3.20721 0.28766  0.338
36 H -3.43177 -5.85464 -0.93946  0.349
37 H -2.00116 -4.91116 -1.55977  0.204
38 H -3.26148 -5.42787 -2.62218  0.287
39 C 2.99260 8.09785 2.24213  -0.722
40 O 1.83532 7.31414 2.64386  -0.346
41 C 0.67744 7.27041 1.68453  -0.837
42 C 0.77246 6.19506 0.65636  -0.494
43 N 0.96746 4.93863 1.30791  -0.199
44 C 2.41401 4.62932 1.35262  -0.442
45 C 2.74560 3.36879 2.17921  -0.916
46 O 2.33061 2.12300 1.65273  -0.362
47 C 3.05168 1.00786 2.19033  -0.793
48 H 2.69383 9.03774 1.77799  0.332
49 H 3.72720 7.67615 1.55610  0.288
50 H 3.61859 8.24402 3.12241  0.278
51 H 0.48740 8.20554 1.15774  0.431
52 H -0.14550 7.10827 2.38066  0.361
53 H 1.44560 6.28997 -0.19569  0.391
54 H -0.19871 6.05980 0.18031  0.346
55 H 0.75901 5.19898 2.26125  0.321
56 H 2.90657 5.50941 1.76604  0.103
57 H 2.89804 4.55585 0.37876  0.441
58 H 2.30439 3.38395 3.17582  0.388
59 H 3.77350 3.25090 2.52216  0.510
60 H 2.98051 1.04525 3.27736  0.374
61 H 4.08312 0.93952 1.84455  0.373
62 H 2.56039 0.05947 1.97284  0.153
63 O 1.23191 2.37084 -0.59937  -0.212
64 H 2.02059 2.89317 -0.74554  0.140
65 H 1.33753 2.01890 0.28449  0.650
66 O 0.63669 2.36806 -3.26053  -0.427
67 H 1.18634 3.09751 -3.54693  0.314
68 H 0.88327 1.64226 -3.83381  0.216
69 O 3.67351 -2.33952 -4.76217  -0.623
70 H 3.93499 -1.83823 -5.53455  0.287
71 H 3.13202 -1.73444 -4.25534  0.463
72 O 0.44446 0.23912 -5.12340  -0.653
73 H 0.93778 -0.46430 -5.54539  0.262
74 H -0.46637 0.07236 -5.36588  0.421
75 O -2.22954 -0.32848 -1.07213  -0.554
76 H -2.72111 -0.71540 -0.34764  0.250
77 H -2.65464 -0.66878 -1.85936  0.401
78 O -1.21791 -3.58881 -4.92971  -0.658
79 H -1.92894 -2.96516 -4.78235  0.288
80 H -0.51457 -3.29167 -4.35242  0.509
81 C 5.20110 -3.62535 1.26171  -0.948
82 C 6.17355 -3.92315 0.07516  -0.147
83 O 6.63726 -5.19459 0.29860  -0.525
84 H 5.58796 -4.03452 2.19499  0.367
85 H 4.16051 -3.90725 1.10109  0.292
86 H 5.15957 -2.54538 1.40327  0.189
87 H 7.02144 -3.24040 0.02007  0.303
88 H 5.51321 -3.72001 -0.76793  0.176
89 H 5.89471 -5.77276 0.48815  0.310

Computed properties:
Molecular weight (g mol⁻¹): 844.16
Charge: +1
Frontier orbital gap (eV): 3.52
Highest occupied orbital energy (Ha): -0.41856



C15H48O15 | wB97M-V/def2-TZVPD

Last column: Mulliken charge in e.
Element x y z (Å)
1 O -8.41285 -10.70057 -9.39265  -0.521
2 C -7.04555 -11.16178 -9.52479  -0.444
3 C -6.36275 -11.39499 -8.17564  -0.188
4 O -5.11573 -12.06320 -8.30911  -0.527
5 H -8.99735 -11.27448 -8.89207  0.294
6 H -6.99240 -12.02526 -10.18788  0.296
7 H -6.54668 -10.50174 -10.23443  0.290
8 H -6.98129 -11.91691 -7.44549  0.237
9 H -6.35967 -10.40281 -7.72434  0.251
10 H -4.90780 -12.45553 -7.45796  0.308
11 O -13.26053 -5.55636 -5.22822  -0.544
12 C -12.07835 -6.27136 -4.91771  -0.170
13 C -12.39990 -7.07497 -3.76539  -0.435
14 O -11.52468 -8.17285 -3.66932  -0.499
15 H -13.35632 -4.77649 -4.67666  0.299
16 H -11.87217 -6.85272 -5.81639  0.237
17 H -11.23534 -5.59292 -4.78676  0.232
18 H -13.44974 -7.36174 -3.70448  0.308
19 H -12.30704 -6.49883 -2.84477  0.271
20 H -11.95950 -8.93667 -4.05547  0.301
21 O -15.36326 -11.54929 -4.40400  -0.542
22 C -16.32429 -11.69514 -5.43859  -0.499
23 C -17.63034 -11.13701 -4.98075  -0.318
24 O -18.11494 -11.73548 -3.78760  -0.504
25 H -15.66420 -11.95733 -3.58881  0.301
26 H -15.93431 -11.43829 -6.42349  0.351
27 H -16.39809 -12.77972 -5.51817  0.277
28 H -18.26103 -11.25019 -5.86252  0.316
29 H -17.56340 -10.06319 -4.80599  0.296
30 H -18.94215 -11.24858 -3.80307  0.322
31 O -14.23033 -14.32390 -12.76868  -0.535
32 C -13.62767 -15.35694 -13.64359  -0.289
33 C -14.64705 -16.44563 -14.04490  -0.481
34 O -15.80096 -15.83116 -14.62106  -0.522
35 H -13.82535 -13.48937 -13.01593  0.315
36 H -13.30264 -14.95703 -14.60408  0.276
37 H -12.78661 -15.92565 -13.24699  0.272
38 H -14.92229 -16.99371 -13.14382  0.276
39 H -14.13232 -17.21027 -14.62669  0.355
40 H -16.00953 -15.13095 -13.99831  0.331
41 O -4.85155 -14.42676 -0.86873  -0.527
42 C -5.99599 -13.60707 -0.67915  -0.273
43 C -6.68176 -13.30512 -2.08737  -0.370
44 O -6.91975 -14.52722 -2.76290  -0.509
45 H -4.60214 -15.00213 -0.14186  0.295
46 H -6.69560 -14.17806 -0.06872  0.241
47 H -5.69478 -12.71130 -0.13604  0.273
48 H -6.07055 -12.78799 -2.82704  0.221
49 H -7.64342 -12.80467 -1.97394  0.346
50 H -7.86746 -14.65367 -2.84922  0.302
51 O -11.88563 -15.20736 -1.74656  -0.521
52 C -12.61928 -16.36438 -1.54813  -0.505
53 C -12.15592 -17.08242 -0.25356  -0.267
54 O -12.32496 -16.24975 0.85095  -0.523
55 H -12.15454 -14.58056 -1.07099  0.312
56 H -13.63577 -16.00093 -1.39730  0.304
57 H -12.60244 -17.01339 -2.42368  0.335
58 H -11.11390 -17.37825 -0.37509  0.276
59 H -12.79604 -17.95625 -0.13206  0.290
60 H -11.88243 -16.55067 1.64795  0.297
61 C -9.34124 -20.42674 -6.17182  -0.483
62 O -10.06622 -19.46193 -6.83882  -0.483
63 H -9.64374 -21.41558 -6.51647  0.245
64 H -8.29721 -20.40592 -6.48430  0.178
65 H -9.42016 -20.32375 -5.08957  0.250
66 H -10.83684 -19.21709 -6.32134  0.294
67 C -11.41670 -14.10951 -7.51883  -0.537
68 O -11.25292 -12.93853 -6.91456  -0.441
69 H -11.27335 -14.95092 -6.84090  0.222
70 H -12.43775 -14.14798 -7.89836  0.266
71 H -10.62326 -14.33093 -8.23264  0.213
72 H -11.93079 -12.80137 -6.24877  0.281
73 C -5.44756 -17.15343 -8.35771  -0.440
74 O -6.51973 -17.32912 -9.35472  -0.522
75 H -4.52173 -16.69983 -8.71151  0.246
76 H -5.93402 -16.57169 -7.57474  0.181
77 H -5.23583 -18.17203 -8.03254  0.237
78 H -7.21950 -17.83729 -8.93796  0.298

Computed properties:
Molecular weight (g mol⁻¹): 468.53
ΔE to the lowest compared entry with this formula, charge and spin (kcal/mol): 94.8
Frontier orbital gap (eV): 9.90
SMILES: OCCO.OCCO.OCCO.OCCO.OCCO.OCCO.CO.CO.CO
Highest occupied orbital energy (Ha): -0.36178